(1)
Below is a cluster of 2 separate species, C5H7NO2 in total at a distorted geometry, with properties calculated with ωB97M-V/def2-TZVPD.

Geometry (Å):
C1 -1.4849 -1.7058 0.2126
C2 -0.5875 -0.7039 0.2210
C3 0.5807 -0.4804 1.1261
N1 0.8495 0.7796 1.2048
C4 0.0427 1.4212 0.2916
C5 0.1244 2.7051 -0.0642
O1 -0.8539 0.5380 -0.2932
H1 -1.2561 -2.6478 0.6742
H2 -2.3904 -1.6314 -0.3636
H3 0.8709 -1.1684 1.9021
H4 0.8603 3.3356 0.3991
H5 -0.5225 3.1126 -0.8192
O2 1.0972 -1.4943 -1.3407
H6 0.7494 -1.0715 -2.1261
H7 1.9202 -0.9886 -1.0246

Calculated values
Structure (SMILES): C=c1cnc(=C)o1.O
2S+1: 1
Gap between HOMO and LUMO in hartree: 0.30132

(2)
Below is a structure of composition C27H21BF2N2NiO2PSe2, with properties calculated with ωB97M-V/def2-TZVPD.

Geometry (Å):
Ni1 -0.2866 -0.1480 -0.4006
Se1 -1.4482 -0.6861 1.8885
P1 -0.2960 -2.4474 1.4067
Se2 1.5651 -1.8789 0.4890
C1 -1.2801 -3.4851 0.2688
C2 -0.7507 -3.9267 -0.9364
C3 -1.5290 -4.6985 -1.7936
C4 -2.8262 -5.0335 -1.4426
C5 -3.3608 -4.5854 -0.2385
C6 -2.5926 -3.8086 0.6119
C7 -0.0658 -3.5386 2.8465
C8 -0.8910 -3.4398 3.9585
C9 -0.7278 -4.3173 5.0234
C10 0.2603 -5.2894 4.9784
C11 1.0924 -5.3841 3.8690
C12 0.9322 -4.5101 2.8050
H1 0.2515 -3.6388 -1.2255
H2 -1.1127 -5.0143 -2.7421
H3 -3.4347 -5.6298 -2.1122
H4 -4.3829 -4.8259 0.0263
H5 -3.0179 -3.4274 1.5333
H6 -1.6461 -2.6634 3.9902
H7 -1.3694 -4.2357 5.8918
H8 0.3891 -5.9696 5.8111
H9 1.8705 -6.1361 3.8364
H10 1.5854 -4.5631 1.9419
F1 1.4518 2.0957 0.6787
B1 0.6914 1.6535 -0.3390
F2 0.6402 2.5658 -1.3397
O1 0.4493 -2.4582 -3.6609
C13 -0.4423 -1.6662 -3.4441
N1 -1.4577 -1.3722 -4.3514
C14 -2.4828 -0.5375 -3.7670
C15 -1.7891 -0.2363 -2.4245
O2 -2.2310 0.4905 -1.5297
N2 -0.6375 -0.8965 -2.3098
C16 -2.7379 0.7063 -4.6155
C17 -2.5209 1.9974 -4.1575
C18 -2.7632 3.0834 -4.9938
C19 -3.2236 2.8887 -6.2856
C20 -3.4421 1.5950 -6.7475
C21 -3.2022 0.5161 -5.9155
C22 -3.8041 -1.2521 -3.4834
C23 -4.0074 -2.5837 -3.8084
C24 -5.2275 -3.1966 -3.5429
C25 -6.2474 -2.4856 -2.9343
C26 -6.0406 -1.1543 -2.5877
C27 -4.8313 -0.5416 -2.8635
H11 -1.6128 -1.9876 -5.1294
H12 -2.1593 2.1581 -3.1510
H13 -2.5826 4.0857 -4.6270
H14 -3.4100 3.7366 -6.9326
H15 -3.8022 1.4308 -7.7555
H16 -3.3886 -0.4900 -6.2766
H17 -3.2061 -3.1669 -4.2441
H18 -5.3716 -4.2383 -3.8025
H19 -7.1947 -2.9640 -2.7202
H20 -6.8244 -0.5937 -2.0944
H21 -4.6610 0.4898 -2.5849

Calculated values
Expectation value of S²: 2.007
Charge: -1
2S+1: 3
Gap between HOMO and LUMO (spin up / spin down) in hartree: 0.26363 / 0.27984

(3)
Below is an isolated molecule of CH2FNO2 at a distorted geometry, with properties calculated with ωB97M-V/def2-TZVPD.

Geometry (Å):
O1 0.1649 2.5031 -1.0682
C1 0.0188 1.3944 -0.7415
N1 -0.2548 0.7698 0.6396
O2 0.5000 -0.4090 0.8704
F1 -0.0135 1.6535 1.7122
H1 0.0060 0.5453 -1.3745
H2 -0.2211 -1.0700 0.9015

Calculated values
Structure (SMILES): O=CN(O)F
2S+1: 1
Gap between HOMO and LUMO in hartree: 0.40017

(4)
Below is a structure of composition C41H48EuFN11O6 at a distorted geometry, with properties calculated with ωB97M-V/def2-TZVPD.

Geometry (Å):
Eu1 -5.4640 -19.5824 13.0184
O1 -4.2220 -17.6775 12.0500
C1 -4.4772 -16.4600 11.7697
C2 -3.4580 -15.6162 11.2116
C3 -3.6414 -14.3091 10.9221
C4 -4.9008 -13.7314 11.0594
C5 -5.9366 -14.5019 11.5506
C6 -5.8046 -15.8824 11.8677
C7 -6.9785 -16.6659 11.8863
N1 -6.9948 -17.9865 12.0207
C8 -8.2599 -18.6498 11.6100
C9 -8.8877 -19.4311 12.7159
N2 -7.9494 -20.4567 13.1389
C10 -8.3465 -21.1932 14.1587
C11 -7.7315 -22.3566 14.7426
C12 -8.3763 -23.0164 15.8006
C13 -7.9021 -24.2640 16.3019
C14 -6.6923 -24.7947 15.7961
C15 -5.9947 -24.0981 14.8391
C16 -6.3963 -22.8288 14.2906
O2 -5.7164 -22.1785 13.4810
H1 -2.4425 -15.9374 11.0752
H2 -2.9103 -13.7011 10.3726
H3 -5.0413 -12.6610 10.8127
H4 -6.9206 -13.9839 11.6556
H5 -7.9664 -16.1429 11.9026
H6 -8.0779 -19.2881 10.7334
H7 -8.9728 -17.8771 11.2602
H8 -9.8482 -19.8195 12.2447
H9 -9.1932 -18.8538 13.5911
H10 -9.2910 -20.8584 14.6223
H11 -9.2915 -22.6200 16.2853
H12 -8.4189 -24.7880 17.1362
H13 -6.3786 -25.7857 16.1049
H14 -4.9530 -24.5253 14.5372
C17 -1.8558 -14.0777 17.5209
C18 -2.4966 -15.2214 18.3561
N3 -3.4324 -15.9531 17.4473
C19 -3.1037 -17.1454 16.9158
C20 -3.8478 -17.8364 16.0218
C21 -3.3052 -19.0923 15.4269
O3 -2.0677 -19.1955 15.2810
O4 -4.1814 -19.9608 15.0423
C22 -5.1291 -17.2622 15.5224
O5 -5.8849 -17.7092 14.5873
C23 -5.5102 -16.1166 16.2300
C24 -6.8820 -15.6619 16.0537
C25 -7.2517 -14.4576 16.6205
F1 -8.5894 -14.1204 16.5913
C26 -6.3669 -13.6250 17.3403
C27 -5.1434 -14.1811 17.6614
C28 -4.6693 -15.4063 17.1179
N4 -6.6403 -12.3311 17.7797
C29 -7.0921 -11.4539 16.6638
C30 -7.1043 -9.9592 17.1935
N5 -6.1719 -9.7757 18.3699
C31 -6.5747 -10.6497 19.5914
C32 -7.2069 -11.9810 19.0470
H15 -1.3994 -13.3914 18.2042
H16 -2.5974 -13.4723 16.9620
H17 -1.0518 -14.2585 16.7887
H18 -3.0987 -14.8201 19.1682
H19 -1.7459 -15.9041 18.6967
H20 -2.1743 -17.5968 17.1986
H21 -7.5820 -16.2481 15.4206
H22 -4.4258 -13.5687 18.1527
H23 -8.1280 -11.6761 16.3432
H24 -6.4223 -11.5647 15.7652
H25 -8.0718 -9.6694 17.5001
H26 -6.7853 -9.2358 16.4070
H27 -6.1164 -8.8182 18.6814
H28 -5.2431 -10.0506 17.9911
H29 -7.2457 -10.0921 20.2533
H30 -5.6401 -10.8110 20.1401
H31 -8.3115 -11.9591 19.0368
H32 -6.8256 -12.7545 19.7796
N6 -3.9956 -24.8262 10.4192
C33 -4.0604 -23.2865 10.8423
C34 -4.2160 -22.3895 9.5860
C35 -4.1632 -20.8594 9.8950
N7 -5.3683 -20.4435 10.5991
C36 -2.7542 -20.4451 10.4944
C37 -2.2936 -21.4304 11.6035
N8 -2.8775 -20.9261 12.8430
C38 -2.6074 -22.9473 11.3493
H33 -4.0916 -25.5017 11.2152
H34 -3.0146 -25.0190 10.0503
H35 -4.6793 -24.9925 9.7017
H36 -4.9073 -23.3354 11.5306
H37 -5.1716 -22.5317 9.0693
H38 -3.4267 -22.6630 8.8886
H39 -4.1309 -20.4571 8.8313
H40 -6.0047 -21.2038 10.7361
H41 -5.9094 -19.7119 10.1377
H42 -2.8068 -19.3976 10.8379
H43 -2.1297 -20.5733 9.5574
H44 -1.1998 -21.4549 11.7430
H45 -2.2445 -20.1935 13.2376
H46 -3.1401 -21.5049 13.6501
H47 -2.3233 -23.5301 12.2785
H48 -1.9386 -23.2455 10.5304
O6 -9.5182 -19.5105 20.4405
N9 -9.2947 -19.1698 19.2708
C39 -10.2557 -19.4193 18.3537
C40 -11.4368 -20.0611 18.7275
N10 -12.4114 -20.5064 19.2407
C41 -9.9417 -19.0027 17.0139
N11 -9.6074 -18.5532 16.0034

Calculated values
Expectation value of S²: 15.759
2S+1: 8
Gap between HOMO and LUMO (spin up / spin down) in hartree: 0.08873 / 0.14878

(5)
Below is a cluster of 2 separate species, C4H9N2 in total at a distorted geometry, with properties calculated with ωB97M-V/def2-TZVPD.

Geometry (Å):
C1 -0.6604 0.0419 -0.9492
C2 1.6528 -1.0435 0.2767
C3 -2.8646 0.1171 0.3094
C4 1.5899 0.0824 -0.5580
N1 -1.6737 0.1383 -0.4448
N2 1.5287 1.2729 -0.1131
H1 1.1390 -1.0733 1.1705
H2 2.7606 -1.5006 0.4729
H3 1.2373 -1.8250 -0.3381
H4 -3.7058 -0.1835 -0.2951
H5 -2.6499 -0.5460 1.1514
H6 -3.0469 1.1013 0.6108
H7 1.5672 -0.1797 -1.5818
H8 1.3660 2.1084 -0.5929
H9 1.7599 1.4894 0.8813

Calculated values
Charge: +1
2S+1: 1
Gap between HOMO and LUMO in hartree: 0.40848

(6)
Below is an isolated molecule of C8H13NO5 at a distorted geometry, with properties calculated with ωB97M-V/def2-TZVPD.

Geometry (Å):
C1 -4.1181 -0.0437 0.0418
C2 -3.6627 -1.4180 0.1245
C3 -3.0086 0.7194 -0.2568
C4 -2.3105 -1.3738 -0.1198
C5 4.4624 -0.6122 -0.5740
C6 3.4810 0.4731 -0.1266
C7 1.9836 0.2389 -0.1249
C8 -0.1064 1.1656 0.4902
N1 -1.9031 -0.0591 -0.3733
O1 -2.8429 2.0944 -0.2426
O2 -1.3018 -2.2888 0.0353
O3 -0.3874 0.6020 1.6993
O4 1.1657 1.4007 0.0996
O5 -0.6386 0.3924 -0.5589
H1 -5.0948 0.3289 -0.0007
H2 -4.1973 -2.2758 0.4286
H3 5.2989 -0.3592 0.1163
H4 4.1958 -1.7000 -0.2905
H5 4.6613 -0.4825 -1.6208
H6 3.7737 1.3849 -0.7582
H7 3.6272 0.5522 0.9239
H8 1.6407 -0.2078 -1.1633
H9 1.6641 -0.5131 0.7170
H10 -0.6303 2.1104 0.3894
H11 -3.4273 2.5496 0.3593
H12 -1.1074 -2.8439 -0.8104
H13 -1.2172 0.1655 1.5956

Calculated values
Expectation value of S²: 2.022
2S+1: 3
Gap between HOMO and LUMO (spin up / spin down) in hartree: 0.15565 / 0.28151

The calculation returns the following calculated total energy values, one per record and in order: -10881.3700; -222559.5806; -9367.8752; -94012.2441; -7265.0628; -20225.7534 eV.